(1)
Molecular formula: C4H8FNO2
Method: DFT, ωB97M-V/def2-TZVPD

Properties
energy relative to the best compared isomer or geometry (same formula, charge and spin): 9.5 kJ/mol
frontier orbital gap: 10.52 eV
SMILES: C[C@](F)(CN)C(=O)O

```
16
C4H8FNO2 | the Open Molecules 2025 dataset | ωB97M-V/def2-TZVPD
C 0.3911 -0.8364 1.4608
C 0.1629 -0.1564 0.0462
F 0.2647 -1.2591 -0.7746
C 1.1804 0.8797 -0.3817
N 2.5115 0.3702 -0.1406
C -1.2287 0.3098 0.0138
O -1.5412 1.4355 0.3914
O -2.0626 -0.5183 -0.5642
H -0.3211 -1.6648 1.5190
H 0.1443 -0.0637 2.1538
H 1.3465 -1.2565 1.5745
H 1.0181 1.7253 0.2642
H 0.8727 1.1136 -1.4035
H 2.6173 -0.5822 -0.6193
H 3.1183 1.0827 -0.5131
H -2.9633 -0.1321 -0.4717
```

(2)
Molecular formula: C4H8FP
Method: DFT, ωB97M-V/def2-TZVPD

Properties
energy relative to the best compared isomer or geometry (same formula, charge and spin): 57.4 kJ/mol
frontier orbital gap: 9.87 eV
SMILES: CC/C(F)=P/C

```
14
C4H8FP | the Open Molecules 2025 dataset | ωB97M-V/def2-TZVPD
C -0.1942 -1.0801 1.7774
C 0.5605 0.1448 1.4352
C 0.4503 0.5472 -0.1381
F 1.1372 1.6862 -0.4278
P -0.5619 -0.2036 -1.1949
C -0.3965 0.6213 -2.8632
H -1.1445 -0.6773 1.8400
H 0.0979 -1.5876 2.6813
H -0.2061 -1.7275 0.9438
H 1.6770 0.1289 1.5081
H 0.1990 0.9337 2.0285
H 0.6570 0.6523 -3.2401
H -1.1027 0.2933 -3.6045
H -0.8708 1.6607 -2.9154
```

(3)
Molecular formula: C4H8HgO3
Method: DFT, ωB97M-V/def2-TZVPD

Properties
energy relative to the best compared isomer or geometry (same formula, charge and spin): 220.6 kJ/mol
spin multiplicity: 3
<S²>: 2.0051
frontier orbital gap (spin up / spin down): 5.41 / 6.66 eV

```
16
C4H8HgO3 | the Open Molecules 2025 dataset | ωB97M-V/def2-TZVPD
O -0.8826 0.0215 -0.0423
Hg 0.0430 -1.9640 0.4220
O 1.2743 -0.3400 -0.0275
C 0.3602 0.7054 -0.2492
O 0.5236 1.8382 0.2428
C 2.8492 0.0373 -0.1059
C -2.0612 0.8029 -0.1238
C -3.2621 -0.1099 -0.0311
H 3.0728 0.7309 0.7145
H 3.4063 -0.8998 -0.0122
H 3.0425 0.5227 -1.0727
H -2.0645 1.5434 0.6905
H -2.0576 1.3566 -1.0768
H -3.2609 -0.6600 0.9205
H -4.1829 0.4865 -0.0865
H -3.2678 -0.8354 -0.8563
```

(4)
Molecular formula: C4H8I2
Method: DFT, ωB97M-V/def2-TZVPD

Properties
energy relative to the best compared isomer or geometry (same formula, charge and spin): 179.3 kJ/mol
frontier orbital gap: 9.50 eV
SMILES: C=C(C)I.CI

```
14
C4H8I2 | the Open Molecules 2025 dataset | ωB97M-V/def2-TZVPD
C 0.9198 2.0417 -1.1027
C -0.0265 1.0716 -0.9572
C -1.1697 1.1341 -0.0217
I -0.0964 -0.6006 -2.3034
H 1.1346 2.7030 -0.2590
H 1.6003 1.9157 -1.9761
H -1.0892 1.9991 0.5444
H -1.2892 0.3254 0.7875
H -2.0532 1.0805 -0.5036
C 0.5182 -2.0673 1.2951
I -0.2494 -4.0647 0.6746
H 1.3202 -1.8262 0.4922
H -0.3027 -1.3618 1.0192
H 0.7833 -2.3506 2.3107
```

(5)
Molecular formula: C4H8I2
Method: DFT, ωB97M-V/def2-TZVPD

Properties
energy relative to the best compared isomer or geometry (same formula, charge and spin): 223.8 kJ/mol
frontier orbital gap (spin up / spin down): 7.12 / 7.16 eV

```
14
C4H8I2 | the Open Molecules 2025 dataset | ωB97M-V/def2-TZVPD
C 0.4091 -0.6768 -1.3181
C 0.5949 -0.6649 1.2670
C -0.8962 0.9113 0.0296
C 0.4054 0.1337 0.0281
I 1.8606 1.7454 -0.0071
I -3.7087 0.5713 0.0121
H -0.4294 -1.5142 -1.4234
H 1.3768 -1.0952 -1.5388
H 0.2107 0.0407 -2.0885
H 0.0471 -1.5768 1.3801
H 0.4796 -0.0841 2.2162
H 1.7032 -0.8601 1.2993
H -1.0792 1.6896 -0.7719
H -0.9738 1.3801 0.9154
```

(6)
Molecular formula: C4H8ILiO2S
Method: DFT, ωB97M-V/def2-TZVPD

Properties
energy relative to the best compared isomer or geometry (same formula, charge and spin): 77.3 kJ/mol
frontier orbital gap: 7.57 eV

```
17
C4H8ILiO2S | the Open Molecules 2025 dataset | ωB97M-V/def2-TZVPD
Li -2.2189 -2.9668 1.1400
I -2.6631 -0.8328 1.1687
C 0.3210 -1.0040 -0.5709
C -0.6594 0.1231 -1.0740
C -0.6381 1.2243 0.0444
S 1.0525 1.1671 0.8517
O 0.7542 0.9350 2.2629
O 1.8328 2.3171 0.4324
C 1.6412 -0.3264 -0.0737
H 0.4001 -1.7857 -1.3264
H -0.1646 -1.5026 0.2680
H -1.6686 -0.2535 -1.2407
H -0.3349 0.5589 -2.0189
H -1.3280 0.8527 0.8020
H -0.8840 2.2351 -0.2809
H 2.3792 -0.8562 0.5286
H 2.1786 0.1149 -0.9131
```